Run a
The following is a DFT calculation (the ωB97M-V functional and the def2-TZVPD basis) of C3H8N2O in the gas phase.

ORCA input file:
```
! RIJCOSX wB97M-V def2-TZVPD def2/J DEFGRID3
* xyz 0 1
O -0.91 1.98 -0.64
N -0.97 1.68 1.60
N 1.09 -1.92 -0.78
C 0.16 0.03 0.27
C -0.58 1.34 0.32
C 0.50 -0.62 -1.07
H 0.35 -2.52 -0.43
H -0.21 -0.70 0.99
H 1.48 -2.37 -1.60
H -1.48 2.55 1.67
H -1.26 0.96 2.24
H 1.12 0.05 -1.65
H 1.15 0.24 0.71
H -0.45 -0.68 -1.61
*
```

As for the SMILES: NCCC(N)=O. Its LUMO energy is 0.033 hartree. As for the orbital gap: 10.37 eV.

Run b
The following is a DFT calculation (the ωB97M-V functional and the def2-TZVPD basis) of a molecular structure, C3H8N2O.

ORCA input file:
```
! RIJCOSX wB97M-V def2-TZVPD def2/J DEFGRID3
* xyz 0 1
O 2.44 0.96 -0.80
N 1.52 -0.87 0.93
N -2.24 -0.10 -0.17
C 0.21 0.21 -0.93
C -0.81 -0.07 0.18
C 1.60 0.12 -0.23
H 0.04 1.21 -1.48
H -0.60 0.70 1.12
H -0.54 -1.13 0.39
H 1.23 0.36 0.91
H -2.61 0.80 -0.48
H 2.28 -1.16 1.48
H 0.33 -0.61 -1.59
H -2.84 -0.40 0.66
*
```

Its LUMO energy is -0.001 hartree. As for the orbital gap: 9.42 eV.

Run c
The following is a DFT calculation (the ωB97M-V functional and the def2-TZVPD basis) of C3H8N2O in the gas phase.

ORCA input file:
```
! RIJCOSX wB97M-V def2-TZVPD def2/J DEFGRID3
* xyz 0 1
O -1.71 0.63 -1.25
N -1.74 0.09 0.97
N 0.76 -0.80 -1.39
C 1.26 0.33 0.78
C 0.34 0.17 -0.41
C -1.07 0.20 -0.18
H 1.70 -0.64 -1.73
H 2.27 0.60 0.45
H 0.92 1.12 1.47
H 0.67 -1.76 -1.07
H -0.70 0.89 -1.66
H -2.75 0.18 0.92
H -1.30 -0.39 1.73
H 1.35 -0.60 1.37
*
```

As for the SMILES: C/C(N)=C(\N)O. Its LUMO energy is 0.028 hartree. As for the orbital gap: 7.70 eV.

Most favorable structure: run a. The second most favorable one is 56.4 kcal/mol above it.

Run a
The following is a DFT calculation (the ωB97M-V functional and the def2-TZVPD basis) of a gas-phase ion, C5H8N3O2 (charge +1).

ORCA input file:
```
! RIJCOSX wB97M-V def2-TZVPD def2/J DEFGRID3
* xyz 1 1
O 1.07 -0.95 -0.22
O -1.34 -0.32 1.84
N -1.40 0.08 -0.40
N -2.10 0.43 -1.48
N -0.22 -0.45 -2.13
C 1.31 -0.79 1.19
C -1.46 0.12 -2.50
C -1.73 0.38 0.95
C -0.17 -0.43 -0.83
C 1.65 0.65 1.37
H -1.77 0.18 -3.49
H 2.48 0.96 0.89
H 0.43 -0.68 -2.86
H 1.82 0.82 2.35
H 0.81 1.24 1.12
H 0.58 -1.05 1.90
H -2.21 1.35 1.04
H 2.22 -1.54 1.27
*
```

As for the SMILES: CCOc1[nH+]cnn1C=O. Its LUMO energy is -0.167 hartree. As for the orbital gap: 10.71 eV.

Run b
The following is a DFT calculation (the ωB97M-V functional and the def2-TZVPD basis) of a gas-phase ion, C5H8N3O2 (charge +1).

ORCA input file:
```
! RIJCOSX wB97M-V def2-TZVPD def2/J DEFGRID3
* xyz 1 1
O -1.43 -0.05 -1.24
O -0.09 2.74 -0.53
N 1.79 -1.14 1.30
N 1.07 -0.13 1.36
N -1.03 0.96 1.33
C -0.01 0.17 0.65
C 0.31 -2.23 -0.08
C 1.41 -2.33 0.59
C 0.19 1.82 -1.23
C -0.09 0.29 -0.94
H 0.85 1.92 -2.16
H -1.12 0.69 2.35
H 2.31 -2.96 0.59
H -1.88 0.86 0.70
H -1.53 -0.23 -2.19
H -0.79 -2.11 -0.41
H 0.78 -0.24 -1.40
H -0.75 1.96 1.32
*
```

Its LUMO energy (alpha / beta) is -0.176 / -0.190 hartree. As for the orbital gap (alpha / beta): 7.81 / 7.62 eV.

Most favorable structure: run a. The second most favorable one is 107.6 kcal/mol above it.

Run a
The following is a DFT calculation (the ωB97M-V functional and the def2-TZVPD basis) of 2 unconnected molecules or ions with the total composition C3H11NOS.

ORCA input file:
```
! RIJCOSX wB97M-V def2-TZVPD def2/J DEFGRID3
* xyz 0 1
S 3.43 -1.05 -0.57
O -2.48 2.47 -0.34
N -1.41 -0.21 1.14
C -0.65 -0.40 -0.08
C 1.70 -0.75 -0.98
C 0.84 -0.46 0.26
H -1.58 0.75 1.35
H 1.58 0.13 -1.62
H -1.72 1.94 -0.57
H -0.94 -1.25 -0.70
H -0.78 0.46 -0.71
H 1.03 -1.21 1.03
H 1.08 0.53 0.67
H 1.31 -1.62 -1.49
H -1.83 -0.91 1.72
H -3.04 1.98 0.26
H 3.46 -0.41 0.61
*
```

As for the SMILES: NCCCS.O. Its LUMO energy is 0.030 hartree. As for the orbital gap: 9.79 eV.

Run b
The following is a DFT calculation (the ωB97M-V functional and the def2-TZVPD basis) of 2 unconnected molecules or ions with the total composition C3H11NOS.

ORCA input file:
```
! RIJCOSX wB97M-V def2-TZVPD def2/J DEFGRID3
* xyz 0 1
S 2.49 0.41 1.01
O -1.67 1.71 -2.66
N -2.56 -0.76 0.32
C -0.17 -0.29 0.56
C -1.22 -1.11 -0.19
C 1.27 -0.69 0.20
H -1.01 -2.16 -0.02
H 1.46 -0.67 -0.87
H -3.24 -1.45 0.02
H 2.33 1.45 0.18
H -0.27 -0.44 1.63
H -1.58 0.81 -2.33
H -0.29 0.78 0.40
H 1.52 -1.66 0.63
H -1.19 -0.82 -1.24
H -1.43 2.25 -1.90
H -2.55 -0.78 1.33
*
```

As for the SMILES: NCCCS.O. Its LUMO energy is 0.027 hartree. As for the orbital gap: 9.98 eV.

Run c
The following is a DFT calculation (the ωB97M-V functional and the def2-TZVPD basis) of 2 unconnected molecules or ions with the total composition C3H11NOS.

ORCA input file:
```
! RIJCOSX wB97M-V def2-TZVPD def2/J DEFGRID3
* xyz 0 1
S 2.41 0.11 -0.89
O -2.97 1.60 -1.05
N -2.29 -0.67 -1.45
C 1.70 -0.55 1.77
C 2.82 -0.03 0.91
C -2.15 0.52 -0.66
H 1.08 0.06 -0.70
H -1.09 0.77 -0.66
H -2.82 1.73 -2.01
H 1.70 -0.36 2.84
H 1.52 -1.62 1.65
H 2.98 1.01 1.20
H 0.73 -0.16 1.42
H -1.72 -0.86 -2.25
H -2.45 0.22 0.34
H 3.72 -0.64 0.98
H -3.18 -1.12 -1.44
*
```

As for the SMILES: CCS.NCO. Its LUMO energy is 0.028 hartree. As for the orbital gap: 9.84 eV.

Most favorable structure: run b. The second most favorable one is 8.1 kcal/mol above it.